1.
65
Properties=species:S:1:pos:R:3:forces:R:3 method="wB97M-V/def2-TZVPD" fmax_ha_per_bohr=0.0523 orbital_gap_ev="8.142 / 7.673" s2=6.01 multiplicity=5
C -0.259317 -1.557839 3.344777 -0.234 -1.044 -1.689
C 4.247520 2.523803 -1.795135 -0.144 0.293 0.565
H 4.107985 1.484857 -2.108894 0.631 0.157 0.000
H 1.904744 -0.998066 5.846293 -0.182 -0.378 -0.559
N -2.024207 0.390915 1.621200 -1.005 -0.243 0.076
H 4.997542 2.670469 -1.010208 -0.183 -0.566 -0.013
C 2.882158 2.932615 -1.299797 0.497 -0.182 0.192
H -2.723294 -3.985147 0.440411 0.411 0.809 0.377
H -0.772933 1.374965 2.824228 0.608 0.140 0.687
H 0.599494 2.629824 -0.208052 -0.114 0.328 -0.487
Fe -0.575002 -0.665715 0.320547 0.084 -0.614 -0.377
H 2.202327 3.069893 -2.127379 -0.471 -0.027 -0.487
C 0.164606 -1.500696 4.627959 1.260 0.320 1.624
H 2.421112 -1.027464 1.561254 -0.027 0.159 0.468
F 2.392904 3.704848 1.368027 -0.305 -0.580 0.290
N 0.570955 -1.417245 2.259644 -2.539 -0.244 0.851
C 2.332038 -0.971654 3.729159 1.454 0.157 1.843
H -2.636071 2.771719 3.953089 -0.072 -0.768 -0.500
H 2.644780 -3.143551 -4.590720 -0.341 -0.340 -0.332
H -2.915589 -1.363499 -1.661642 0.022 0.420 -0.696
C -4.066785 1.907023 2.625921 -1.090 -0.438 -0.333
C 1.517479 -1.194545 4.833738 0.251 0.817 0.012
C -2.500563 -0.583511 -2.332213 -0.826 -0.590 1.364
H 3.781864 -1.572406 -3.142731 -0.263 0.093 0.063
C -1.134083 1.353877 -3.656067 0.668 0.422 -0.112
C 1.824082 -1.130838 2.472923 0.504 -0.045 -1.331
N -1.554152 0.124648 -1.669837 0.094 -0.632 -0.969
C 1.278817 1.876237 0.195495 1.219 -0.263 1.796
C -3.291835 0.218295 1.156656 0.855 0.749 0.967
F 0.912099 2.766107 2.591395 -0.962 -0.162 -0.036
H -0.891320 -2.866915 -2.183778 -0.013 0.132 0.301
F 2.716275 1.686024 2.189997 -0.649 0.548 -0.570
C 1.766951 2.499073 1.616177 1.991 -0.132 -0.767
O 2.523682 1.794977 -0.541304 -1.561 0.337 0.663
H -0.514895 2.100529 -4.164953 -0.329 -0.349 0.090
H -4.830780 2.501680 3.058316 -0.831 0.506 0.003
O -1.810629 -2.093481 0.129140 -0.864 -1.266 0.434
C -2.889942 -0.371069 -3.642325 0.741 2.223 -0.885
H -3.462296 -0.555351 0.449026 0.291 -0.451 -0.629
C -1.806519 1.250779 2.620484 -0.746 -0.202 -1.269
C 2.744126 -1.837968 -2.961952 -1.474 -0.186 0.035
H -3.736305 -0.835578 -4.211306 1.105 0.089 0.975
H -2.946445 -2.805566 1.748259 -0.938 0.580 0.374
H -1.433848 -3.522908 1.591961 0.421 -0.347 -0.097
H -0.450577 -1.653738 5.522651 -0.108 0.003 -0.722
C 1.992670 -1.302624 -1.908412 -0.637 -0.144 1.094
C -2.172842 0.715684 -4.275400 -0.709 -2.207 -0.372
C -2.249156 -3.117939 0.992934 0.675 -0.338 -1.257
H 3.390962 -0.669551 3.870866 -0.874 -0.295 -0.154
H 2.861584 3.852900 -0.710850 0.226 -0.143 -0.077
H -5.274549 0.944711 1.086894 -0.090 -0.077 0.344
C 0.123462 -2.578275 -2.426210 -0.206 1.044 2.113
C -2.838913 2.011494 3.171960 1.923 0.670 0.835
N 0.722017 -1.683518 -1.591878 0.988 -0.112 -1.222
O 0.791199 0.664520 0.339599 0.285 0.761 0.055
C 0.749212 -3.133843 -3.477312 1.747 0.010 -1.642
C 2.060287 -2.737965 -3.780066 0.763 0.097 0.572
H 2.408238 -0.553297 -1.219226 -0.150 -0.307 -0.347
H 0.013992 1.365417 -1.810293 0.349 0.420 -0.040
H -1.287745 -1.876732 3.148898 0.348 0.458 -0.258
H 4.568234 3.139668 -2.594915 0.280 0.495 -1.109
H 0.263143 -3.849802 -4.103402 -0.323 -0.313 -0.248
C -0.822947 0.989720 -2.361754 -0.706 -0.027 0.658
H -2.283597 0.840463 -5.341713 -0.471 0.424 -0.099
C -4.321404 1.000563 1.599844 -0.256 0.350 -0.036

2.
54
Properties=species:S:1:pos:R:3:forces:R:3 method="wB97M-V/def2-TZVPD" fmax_ha_per_bohr=0.0116 orbital_gap_ev=8.349 smiles="CCCCCC(=O)Nc1c(-c2ccc(OC)cc2)c(=O)c2ccccc2n1C"
H -0.894078 -3.959717 -0.695265 0.093 0.052 -0.025
C -0.241666 2.597727 -1.322870 -0.117 -0.094 0.046
C -1.521382 3.106717 -1.288022 -0.231 0.030 0.061
C -2.450359 2.633594 -0.359733 0.094 0.016 -0.087
H 3.261902 -2.866922 -0.229882 0.062 0.046 -0.089
H -4.719253 -2.100655 -0.044311 -0.011 0.027 -0.086
C 3.875503 1.361407 0.160704 0.212 -0.063 0.056
H -2.019399 -1.192139 -1.382601 -0.090 0.048 -0.065
H -3.773945 -0.764826 2.538635 0.062 0.072 0.119
C -4.640714 2.828461 0.553968 -0.152 -0.065 0.159
H 0.476619 2.988590 -2.025989 0.070 0.062 -0.054
O 0.974816 -2.768098 0.498533 0.109 -0.026 0.262
C 0.378574 -2.288884 -0.436387 -0.300 -0.313 -0.253
H 0.039814 -0.647239 -1.596238 0.068 -0.053 0.063
C 4.053627 -0.022681 0.002943 0.196 0.548 0.136
C -2.117718 -2.213246 -1.003107 0.118 -0.148 0.244
H -2.752935 1.267983 1.280168 -0.124 -0.035 0.065
H -3.946196 -0.520274 0.050295 -0.034 0.006 -0.077
C 5.280325 -0.588469 0.372729 0.064 -0.141 -0.002
C 1.782777 -0.256472 -0.616156 -0.114 0.294 0.008
O -3.686338 3.208200 -0.406255 0.321 0.053 -0.198
C 1.521798 1.069479 -0.427464 -0.085 0.009 0.050
C -2.070556 1.635747 0.530790 -0.386 0.090 0.043
C -2.623534 -2.165857 0.435604 -0.244 0.195 -0.378
H -0.534910 -3.073904 -2.187871 0.046 -0.052 0.013
H -5.450704 -0.888083 1.998684 -0.089 0.034 0.099
N 0.742505 -1.107942 -1.033379 0.244 0.395 -0.248
C 0.138924 1.583772 -0.446720 -0.042 -0.113 0.142
H 7.233729 -0.254492 1.142253 0.058 -0.062 0.019
C 6.131650 1.578461 0.986220 -0.014 0.114 0.019
C -4.473530 -1.364870 1.960388 -0.039 0.035 -0.274
H 4.745437 3.203427 0.746642 -0.026 0.077 -0.004
C 6.298359 0.203454 0.856020 -0.072 -0.062 -0.059
H -2.683537 -3.180589 0.834430 0.065 -0.057 0.074
C -0.789694 -2.964646 -1.130406 -0.119 -0.051 0.012
H 5.430769 -1.654066 0.312460 -0.004 -0.094 -0.037
H -5.520728 3.437111 0.351852 0.034 -0.068 0.053
H -0.493247 0.356326 1.185339 0.039 -0.060 0.080
C 3.320100 -2.117502 -1.022236 0.136 -0.518 -0.040
H -1.913274 -1.612237 1.052089 0.063 -0.005 0.121
H -2.858717 -2.721483 -1.625099 0.013 0.069 -0.056
C -3.997376 -1.505507 0.520110 0.169 -0.080 0.248
H 2.595756 -2.376455 -1.792935 0.098 0.032 0.062
C -0.788945 1.117703 0.476890 0.170 0.146 -0.172
N 3.032625 -0.793716 -0.518305 -0.292 -0.069 0.027
H -4.289832 3.028018 1.571556 -0.007 -0.021 -0.033
H 6.938786 2.189278 1.360175 0.060 0.062 0.039
H -4.550461 -2.341571 2.432520 -0.022 -0.084 0.114
O 2.450211 3.226799 -0.144805 -0.008 -0.003 0.064
H -4.907766 1.769913 0.463874 0.028 0.024 0.017
C 2.595056 2.011796 -0.153916 0.020 -0.266 -0.183
H -1.827558 3.889879 -1.963327 -0.037 0.099 -0.084
H 4.313414 -2.124782 -1.469554 -0.071 0.038 -0.014
C 4.925254 2.143481 0.646971 0.016 -0.071 0.001

3.
57
Properties=species:S:1:pos:R:3:forces:R:3 method="wB97M-V/def2-TZVPD" fmax_ha_per_bohr=0.0198 charge=+1 orbital_gap_ev=8.492 smiles=CC(C)c1ccc(OC[C@@H](O)C[NH+]2CCN(c3ccccc3)CC2)cc1
C 6.842042 -1.784816 0.329608 0.109 0.030 -0.043
C 5.237540 -0.409774 -0.817411 -0.165 0.059 -0.040
H 2.243575 -1.207388 1.495962 -0.115 0.067 -0.022
C 1.872012 0.865752 1.071236 0.083 -0.767 0.666
H 1.852923 3.400863 1.095610 0.036 -0.087 -0.119
C 5.802990 -2.462831 0.945477 -0.024 0.043 0.043
C -5.221027 -2.124766 0.424673 -0.195 -0.037 -0.155
C 1.926860 -0.609012 0.643937 0.040 0.231 0.157
H 0.502491 1.332549 -0.403270 0.404 0.075 0.078
H 0.926952 -0.941935 0.339893 -0.007 -0.005 0.096
H -5.586847 -2.780430 -1.613215 -0.042 0.039 -0.136
H -5.038933 -0.445175 -1.723637 -0.119 -0.021 -0.093
H -6.505677 -0.647514 1.354076 -0.061 0.089 0.052
H 1.469068 -0.275133 -1.912355 0.039 0.050 -0.057
H -2.973355 -1.570342 1.839589 -0.020 -0.083 0.094
C -3.205726 0.560471 -1.352714 0.279 0.161 -0.001
C -1.262789 2.933547 -0.401647 0.076 0.562 0.314
H 2.865788 1.196639 1.384658 -0.060 0.094 -0.085
H 6.013532 -3.272629 1.626957 0.014 -0.084 0.057
C -0.277074 3.301788 0.731220 -0.080 0.013 -0.595
H -4.342207 -3.704724 -0.769753 0.057 -0.081 -0.067
C -2.037498 -0.069923 0.653941 0.193 0.213 -0.163
C -2.122005 0.692809 -0.499018 -0.076 -0.114 0.063
C -4.136727 -1.131302 0.097381 0.077 -0.058 0.179
H 5.054827 0.391520 -1.517611 -0.051 0.077 -0.053
C 6.550220 -0.766056 -0.557539 0.111 -0.064 0.043
N 2.834549 -0.791537 -0.459405 -0.210 -0.171 -0.196
O -1.087568 1.588916 -0.833508 -0.250 -0.337 0.069
H -6.045326 -3.950240 -0.378039 -0.087 -0.100 -0.029
H -7.325666 -2.141526 0.898105 -0.128 -0.043 0.011
H -4.966547 -2.607643 1.373997 0.034 0.064 -0.058
H -3.257671 1.163576 -2.246336 0.009 0.052 -0.119
C -4.201552 -0.348197 -1.051143 0.031 -0.005 0.099
H -0.414964 4.368998 0.958795 0.089 -0.108 -0.134
C -3.043167 -0.976221 0.940587 -0.090 -0.009 -0.090
C -5.302538 -3.206798 -0.654731 0.075 0.026 0.267
H 1.370925 3.741948 -0.579486 0.039 -0.112 0.006
C 2.396268 1.531309 -1.193237 0.443 -0.394 -0.674
O -0.477159 2.515181 1.881752 0.034 -0.094 0.181
H 2.056653 2.116412 -2.048988 -0.071 0.072 0.116
H 3.695893 -2.685627 1.144589 -0.088 -0.077 0.018
C 4.491447 -2.121055 0.682759 -0.020 0.040 0.052
C 4.187107 -1.080869 -0.196192 0.223 -0.076 0.033
H -1.326263 2.722218 2.287263 -0.031 0.003 -0.031
C -6.570181 -1.422361 0.593208 0.193 -0.130 0.155
H -1.081647 3.586869 -1.261805 -0.048 -0.008 0.078
H 7.865959 -2.054723 0.532419 0.103 -0.029 0.015
H 3.160174 -0.107621 -2.393569 -0.093 0.075 -0.014
H 3.374428 1.894180 -0.869195 -0.111 0.066 0.049
C 2.463214 0.040235 -1.569757 0.109 0.207 0.011
H -2.290885 3.089149 -0.061129 0.072 -0.036 -0.041
H -1.203002 0.050289 1.329443 0.081 0.041 0.026
H -6.892074 -0.965289 -0.338765 -0.062 0.065 -0.119
N 1.441113 1.692794 -0.077829 -0.477 -0.137 -0.160
H 7.348048 -0.233566 -1.052751 0.072 0.042 -0.042
C 1.181131 3.106447 0.286507 -0.420 0.641 0.449
H 1.168338 1.012589 1.890392 0.074 0.070 -0.142